# 1
DFT (the ωB97M-V functional and the def2-TZVPD basis) results for BF5H14NiO7 as an isolated structure at a distorted geometry.

Output
- energy above the lowest of the compared OMol25 structures with the same formula, charge and spin (kcal per mole) = 5.28
- strongest force on any atom (eV/Å) = 2.93
- gap between HOMO and LUMO (spin up / spin down) (eV) = 8.8131 / 7.8130

Geometry as ORCA input:
```
! RIJCOSX wB97M-V def2-TZVPD def2/J DEFGRID3
* xyz 0 3
Ni 1.572 1.126 -0.208
B -0.369 -1.528 0.502
F 0.472 -0.540 -0.040
F -1.491 -0.812 0.787
F -0.394 -2.578 -0.444
F 0.197 -1.927 1.674
F 2.929 0.577 0.900
O 3.069 -1.853 1.579
H 2.206 -2.145 1.772
H 2.986 -1.011 1.097
O -2.751 2.410 1.663
H -2.053 2.894 1.280
H -2.186 1.789 2.054
O -2.701 0.976 -1.091
H -3.517 0.770 -1.623
H -2.723 0.548 -0.195
O 0.010 1.611 -1.436
H -0.786 1.145 -1.642
H 0.009 2.261 -2.135
O 2.534 0.157 -1.780
H 2.744 -0.769 -1.747
H 3.386 0.572 -1.999
O -0.471 0.425 2.973
H 0.367 0.112 3.361
H -0.819 -0.240 2.394
O -1.107 -1.236 -2.638
H -0.785 -1.668 -1.826
H -0.340 -1.079 -3.239
*
```

Atomic partial charges in e from the Mulliken method, atoms 1 to 4: Ni 0.761; B 0.013; F 0.584; F -0.405


# 2
DFT (the ωB97M-V functional and the def2-TZVPD basis) results for BH20NaO8 as an isolated structure at a distorted geometry.

Output
- strongest force on any atom (eV/Å) = 5.48
- gap between HOMO and LUMO (spin up / spin down) (eV) = 10.6211 / 4.5331

Geometry as ORCA input:
```
! RIJCOSX wB97M-V def2-TZVPD def2/J DEFGRID3
* xyz 1 2
Na -0.016 -0.315 0.225
B 1.697 -2.846 -0.707
H 2.516 -2.375 -1.229
H 0.890 -2.135 -0.620
H 1.456 -3.736 -1.268
H 2.037 -3.085 0.288
O 0.541 2.833 1.745
H 0.328 2.687 2.667
H 1.051 2.064 1.492
O -0.850 1.972 -0.605
H -1.616 2.358 -1.029
H -0.130 2.562 -0.829
O 1.077 -0.392 -2.143
H 1.622 -0.125 -2.883
H 1.572 -1.095 -1.721
O -0.605 -0.302 2.513
H -1.086 -0.996 2.965
H -0.583 0.421 3.140
O -1.304 0.264 -3.022
H -0.470 -0.095 -2.718
H -1.085 1.137 -3.348
O -2.186 -1.695 0.025
H -2.866 -1.190 -0.423
H -1.926 -2.362 -0.610
O 2.097 0.629 1.003
H 2.694 0.274 1.662
H 2.647 1.198 0.463
O -2.563 1.753 1.892
H -1.849 1.633 1.266
H -3.091 0.959 1.809
*
```

Atomic partial charges in e from the Mulliken method, atoms 1 to 4: Na 0.595; B 0.336; H 0.016; H -0.478


# 3
DFT (the ωB97M-V functional and the def2-TZVPD basis) results for a 10-piece molecular cluster, BH24NO8 overall at a distorted geometry.

Output
- energy above the lowest of the compared OMol25 structures with the same formula, charge and spin (kcal per mole) = 43.42
- strongest force on any atom (eV/Å) = 14.97
- gap between HOMO and LUMO (eV) = 7.8025

Geometry as ORCA input:
```
! RIJCOSX wB97M-V def2-TZVPD def2/J DEFGRID3
* xyz 0 1
N 0.817 4.135 1.116
H 1.495 3.976 0.458
H 0.048 3.764 0.644
H 0.894 5.146 0.953
H 1.112 3.762 1.873
B -0.282 -0.053 0.260
H 0.013 1.128 -0.021
H 0.418 -0.456 1.316
H -1.569 -0.171 0.250
H 0.121 -0.763 -0.684
O 3.630 -1.545 -0.289
H 2.792 -1.479 -0.691
H 4.125 -1.856 -0.947
O -2.055 1.889 -2.295
H -1.671 1.272 -1.551
H -1.861 1.390 -3.108
O -1.091 2.149 2.655
H -1.790 1.880 2.970
H -0.605 1.660 1.956
O 2.787 -3.110 2.144
H 3.336 -2.550 1.785
H 1.952 -2.740 1.956
O -4.224 -1.733 0.533
H -5.137 -1.890 0.451
H -3.989 -0.886 0.382
O -1.702 -2.275 -2.949
H -1.077 -2.011 -2.175
H -0.933 -2.485 -3.363
O -0.284 -3.438 0.971
H -0.550 -2.466 0.700
H -1.039 -3.974 0.647
O 2.145 1.070 -2.369
H 2.751 1.690 -1.842
H 1.420 0.963 -1.729
*
```

Atomic partial charges in e from the Mulliken method, atoms 1 to 4: N -0.318; H 0.285; H 0.301; H 0.385


# 4
DFT (the ωB97M-V functional and the def2-TZVPD basis) results for a 13-piece molecular cluster, BH28O12 overall.

Output
- energy above the lowest of the compared OMol25 structures with the same formula, charge and spin (kcal per mole) = 3.93
- strongest force on any atom (eV/Å) = 0.55
- gap between HOMO and LUMO (eV) = 9.9338

Geometry as ORCA input:
```
! RIJCOSX wB97M-V def2-TZVPD def2/J DEFGRID3
* xyz -1 1
B 0.157 0.098 -0.023
H 0.618 -0.687 0.758
H 0.342 -0.304 -1.136
H -1.006 0.229 0.163
H 0.696 1.177 0.102
O -3.010 1.042 -1.105
H -2.526 1.745 -1.561
H -2.316 0.642 -0.561
O 0.973 -3.713 1.128
H 0.811 -3.424 0.214
H 0.113 -4.015 1.429
O -0.747 2.686 -1.677
H -0.164 2.235 -1.047
H -0.920 3.549 -1.289
O 3.034 0.506 1.320
H 3.143 1.456 1.232
H 2.107 0.342 1.081
O -2.956 -2.670 2.067
H -2.255 -2.003 2.125
H -2.590 -3.439 2.511
O -1.220 -0.578 2.695
H -0.735 -0.623 1.845
H -0.635 -0.056 3.254
O 3.393 -1.325 -1.881
H 3.431 -0.360 -1.917
H 2.559 -1.526 -1.444
O 0.040 -2.742 -1.396
H -0.898 -2.912 -1.529
H 0.088 -1.778 -1.234
O -3.027 1.705 2.866
H -2.405 0.982 2.710
H -2.473 2.483 2.743
O 0.384 -1.094 -4.307
H 0.617 -1.198 -3.379
H 0.885 -0.326 -4.594
O 2.673 1.458 -1.974
H 1.961 1.285 -1.342
H 2.788 2.412 -1.943
O -0.597 3.034 1.936
H -0.622 2.306 1.300
H 0.288 3.400 1.863
*
```

Atomic partial charges in e from the Mulliken method, atoms 1 to 4: B 1.840; H -0.270; H -0.248; H -0.494


What did the fourth record say?
DFT (the ωB97M-V functional and the def2-TZVPD basis) results for a 13-piece molecular cluster, BH28O12 overall.

Output
- energy above the lowest of the compared OMol25 structures with the same formula, charge and spin (kcal per mole) = 3.93
- strongest force on any atom (eV/Å) = 0.55
- gap between HOMO and LUMO (eV) = 9.9338

Geometry as ORCA input:
```
! RIJCOSX wB97M-V def2-TZVPD def2/J DEFGRID3
* xyz -1 1
B 0.157 0.098 -0.023
H 0.618 -0.687 0.758
H 0.342 -0.304 -1.136
H -1.006 0.229 0.163
H 0.696 1.177 0.102
O -3.010 1.042 -1.105
H -2.526 1.745 -1.561
H -2.316 0.642 -0.561
O 0.973 -3.713 1.128
H 0.811 -3.424 0.214
H 0.113 -4.015 1.429
O -0.747 2.686 -1.677
H -0.164 2.235 -1.047
H -0.920 3.549 -1.289
O 3.034 0.506 1.320
H 3.143 1.456 1.232
H 2.107 0.342 1.081
O -2.956 -2.670 2.067
H -2.255 -2.003 2.125
H -2.590 -3.439 2.511
O -1.220 -0.578 2.695
H -0.735 -0.623 1.845
H -0.635 -0.056 3.254
O 3.393 -1.325 -1.881
H 3.431 -0.360 -1.917
H 2.559 -1.526 -1.444
O 0.040 -2.742 -1.396
H -0.898 -2.912 -1.529
H 0.088 -1.778 -1.234
O -3.027 1.705 2.866
H -2.405 0.982 2.710
H -2.473 2.483 2.743
O 0.384 -1.094 -4.307
H 0.617 -1.198 -3.379
H 0.885 -0.326 -4.594
O 2.673 1.458 -1.974
H 1.961 1.285 -1.342
H 2.788 2.412 -1.943
O -0.597 3.034 1.936
H -0.622 2.306 1.300
H 0.288 3.400 1.863
*
```

Atomic partial charges in e from the Mulliken method, atoms 1 to 4: B 1.840; H -0.270; H -0.248; H -0.494


Q: The lowest strongest force on any atom belongs to which entry?
A: BH28O12


Q: Among the records above, which one has the highest strongest force on any atom?
A: BH24NO8